Run P
Entry from the OMol25 dataset: an isolated molecule of C4H8N2O2 (ωB97M-V/def2-TZVPD).

Atoms and positions in Å:
O  3.076  -1.207  0.444
O  -1.412  0.147  -0.788
N  2.416  -0.230  0.198
N  0.644  -1.995  -0.244
C  -2.113  -0.508  0.236
C  0.354  1.760  0.120
C  0.196  0.481  -0.671
C  0.767  -0.754  -0.144
H  0.230  1.587  1.192
H  -1.898  -1.583  0.282
H  -0.417  2.479  -0.170
H  1.499  -2.480  0.072
H  -3.189  -0.446  0.031
H  0.435  0.596  -1.728
H  1.341  2.201  -0.048
H  -1.929  -0.048  1.217

## Properties
- SMILES: [H]/N=C(\N=O)[C@H](C)OC

Run Q
Entry from the OMol25 dataset: an isolated molecule of C4H8N2O2 (ωB97M-V/def2-TZVPD).

Atoms and positions in Å:
O  0.385  0.043  -1.818
O  1.017  1.275  0.191
N  -0.440  -1.100  0.031
N  -0.110  1.076  0.935
C  0.077  -0.972  -1.228
C  -0.393  2.109  1.900
C  -0.736  -0.123  0.877
C  0.555  -2.249  -1.911
H  -1.100  1.611  2.560
H  1.282  -1.947  -2.639
H  -0.940  2.866  1.374
H  0.457  2.511  2.422
H  -1.499  -0.298  1.628
H  0.865  -2.966  -1.253
H  -0.239  -2.678  -2.419
H  0.820  0.840  -0.650

## Properties
- SMILES: CC(=O)/N=C\N(C)O

Run R
Entry from the OMol25 dataset: a cluster of 2 separate species, C4H8N2O2 in total (ωB97M-V/def2-TZVPD).

Atoms and positions in Å:
O  0.561  0.192  -1.697
O  -0.567  -1.040  0.499
N  1.970  0.210  0.247
N  1.455  -1.795  -1.013
C  1.477  1.075  0.980
C  -2.068  0.724  -0.166
C  1.030  -0.515  -0.841
C  -1.250  -0.054  0.816
H  1.368  -2.163  -1.948
H  -1.464  0.109  1.887
H  1.886  -2.244  -0.223
H  -2.816  0.061  -0.605
H  0.336  1.177  1.060
H  -1.419  1.036  -0.989
H  -2.558  1.570  0.306
H  2.059  1.656  1.688

## Properties
- SMILES: C=NC(N)=O.CC=O

Run S
Entry from the OMol25 dataset: an isolated molecule of C4H8N2O2 (ωB97M-V/def2-TZVPD).

Atoms and positions in Å:
O  0.661  -2.240  0.492
O  1.943  -0.189  -0.484
N  -1.359  1.112  -1.194
N  0.386  0.539  1.975
C  -0.120  -1.455  -0.076
C  -0.345  0.684  -0.393
C  0.638  -0.264  -0.978
C  -0.578  0.442  0.967
H  -1.092  -1.755  -0.494
H  -1.165  1.209  -2.183
H  -2.099  1.647  -0.756
H  0.963  -0.297  2.072
H  0.578  -0.373  -2.063
H  2.095  -1.083  -0.091
H  -1.561  0.729  1.342
H  1.057  1.293  1.862

## Properties
- SMILES: N/C=C(/N)[C@@H](O)C=O

Stability comparison, relative energies in kJ/mol: run P 277.8; run Q 24.5; run R 0.0; run S 86.3